[1]
Below is one molecule with the formula C16H10FNO, with properties calculated with ωB97M-V/def2-TZVPD.

Atoms and positions in Å:
O (-5.81, 0.46, -1.51)
F (3.35, -0.39, 3.08)
C (0.44, 0.08, 0.44)
C (1.66, 0.09, 0.68)
C (-4.88, -0.29, -1.27)
C (5.63, 1.47, 0.80)
C (5.00, 1.42, -0.36)
C (5.06, 0.91, 1.99)
C (-1.66, 1.13, -0.06)
C (3.67, 0.94, -0.31)
C (-3.01, 1.13, -0.43)
C (-1.58, -1.30, -0.26)
C (3.83, 0.27, 1.94)
C (-0.93, -0.08, -0.02)
C (3.09, 0.35, 0.78)
C (-3.66, -0.05, -0.63)
C (-2.96, -1.24, -0.56)
N (-4.96, -1.60, -1.38)
C (-3.82, -2.42, -0.95)
H (6.55, 2.01, 0.92)
H (5.50, 1.67, -1.20)
H (5.56, 0.83, 2.89)
H (-1.07, 1.99, 0.32)
H (3.24, 0.78, -1.23)
H (-3.59, 2.08, -0.40)
H (-1.07, -2.27, -0.14)
H (-5.89, -1.92, -1.31)
H (-4.04, -2.97, -0.02)
H (-3.64, -3.09, -1.81)

Values from the calculation:
SMILES = O=C1NCc2cc(C#Cc3ccccc3F)ccc21
Gap between HOMO and LUMO = 9.0 eV
Relative energy (zero: lowest compared OMol25 entry of this formula, charge and spin) = 1.631 eV
HOMO energy = -0.3316 Ha


[2]
Below is a 2-piece molecular cluster, C16H10N3O3 overall, with properties calculated with ωB97M-V/def2-TZVPD.

Atoms and positions in Å:
C (1.31, 0.22, 2.17)
C (2.34, 1.08, 2.42)
C (3.69, 0.63, 2.34)
N (4.78, 0.23, 2.26)
C (2.13, 2.43, 2.84)
N (1.95, 3.53, 3.19)
C (-0.10, 0.62, 2.25)
C (-0.57, 1.78, 1.60)
C (-1.91, 2.14, 1.69)
C (-2.80, 1.36, 2.44)
C (-2.35, 0.19, 3.07)
C (-1.01, -0.19, 2.96)
H (1.55, -0.82, 1.93)
H (0.13, 2.37, 1.00)
H (-2.26, 3.05, 1.20)
H (-3.85, 1.65, 2.52)
H (-3.04, -0.43, 3.64)
H (-0.64, -1.08, 3.47)
C (1.04, 0.03, -3.29)
C (0.35, -0.78, -4.15)
C (-0.40, -1.87, -3.64)
N (-1.11, -2.72, -4.53)
O (-1.76, -3.68, -4.06)
O (-1.06, -2.48, -5.76)
C (-0.45, -2.13, -2.25)
C (0.23, -1.32, -1.38)
C (1.03, -0.16, -1.83)
O (1.63, 0.59, -1.03)
H (1.62, 0.88, -3.67)
H (0.36, -0.62, -5.22)
H (-1.03, -2.98, -1.89)
H (0.20, -1.49, -0.30)

Values from the calculation:
Net charge = -1
Gap between HOMO and LUMO = 5.7 eV
Relative energy (zero: lowest compared OMol25 entry of this formula, charge and spin) = 0.102 eV
HOMO energy = -0.1518 Ha


[3]
Below is C16H11BrFN9O2V as an isolated structure, with properties calculated with ωB97M-V/def2-TZVPD.

Atoms and positions in Å:
V (0.12, 0.92, 1.17)
N (0.72, 4.17, 2.05)
C (1.45, 3.63, 1.04)
N (2.36, 4.25, 0.33)
N (2.76, 3.33, -0.58)
N (2.17, 2.22, -0.42)
N (1.29, 2.35, 0.63)
C (-0.18, 3.44, 2.77)
N (-1.07, 3.97, 3.58)
N (-1.74, 2.92, 4.09)
N (-1.30, 1.82, 3.62)
N (-0.27, 2.10, 2.74)
H (0.79, 5.16, 2.23)
F (-2.74, -3.86, 0.93)
C (-2.47, -2.57, 0.74)
C (-2.53, -1.70, 1.80)
C (-2.26, -0.35, 1.58)
C (-1.90, 0.10, 0.30)
C (-1.49, 1.48, 0.09)
C (-1.83, -0.84, -0.76)
C (-2.14, -2.16, -0.55)
H (-2.80, -2.07, 2.79)
H (-2.37, 0.34, 2.40)
H (-2.02, 2.25, 0.65)
H (-1.26, 1.78, -0.93)
H (-1.53, -0.50, -1.74)
H (-2.10, -2.89, -1.35)
Br (1.64, -5.15, -3.82)
C (1.68, -3.40, -3.09)
C (2.00, -2.33, -3.91)
C (2.03, -1.05, -3.38)
C (1.75, -0.83, -2.04)
C (1.43, -1.92, -1.24)
C (1.40, -3.22, -1.75)
C (1.08, -1.75, 0.19)
O (0.82, -2.62, 0.98)
O (1.06, -0.45, 0.55)
H (2.21, -2.50, -4.96)
H (2.29, -0.21, -4.02)
H (1.81, 0.16, -1.62)
H (1.16, -4.05, -1.10)

Values from the calculation:
<S²> = 0.7931
Gap between HOMO and LUMO (spin up / spin down) = 7.1 / 7.7 eV
Relative energy (zero: lowest compared OMol25 entry of this formula, charge and spin) = 0.550 eV
HOMO energy (spin up / spin down) = -0.3454 / -0.3453 Ha
Spin multiplicity = 2


[4]
Below is C16H11N2NaO2S as an isolated structure, with properties calculated with ωB97M-V/def2-TZVPD.

Atoms and positions in Å:
O (-4.67, 1.45, 2.70)
N (-4.32, 0.24, 2.70)
O (-5.15, -0.69, 2.70)
C (-2.92, -0.06, 2.70)
C (-2.47, -1.40, 2.68)
C (-1.11, -1.67, 2.65)
C (-0.15, -0.63, 2.62)
N (1.21, -0.94, 2.52)
C (2.27, -0.32, 2.56)
S (3.56, 0.52, 2.74)
C (-0.62, 0.71, 2.66)
C (-1.98, 0.99, 2.69)
H (-3.22, -2.19, 2.70)
H (-0.76, -2.70, 2.65)
H (0.10, 1.52, 2.66)
H (-2.34, 2.02, 2.70)
C (6.54, 0.31, -0.60)
Na (8.54, -2.91, 0.52)
C (6.26, 0.41, 0.78)
C (5.75, -0.85, 1.23)
C (5.87, -1.79, 0.16)
C (6.41, -1.09, -0.98)
C (6.86, -1.84, -2.07)
C (6.79, -3.22, -2.04)
C (6.24, -3.91, -0.95)
C (5.76, -3.19, 0.15)
H (6.93, 1.11, -1.24)
H (6.38, 1.30, 1.39)
H (5.43, -1.14, 2.23)
H (7.26, -1.31, -2.93)
H (7.09, -3.77, -2.93)
H (6.10, -4.99, -1.04)
H (5.23, -3.69, 0.96)

Values from the calculation:
Net charge = -1
<S²> = 0.7799
Gap between HOMO and LUMO (spin up / spin down) = 1.3 / 4.0 eV
Relative energy (zero: lowest compared OMol25 entry of this formula, charge and spin) = 0.261 eV
HOMO energy (spin up / spin down) = -0.0532 / -0.1549 Ha
Spin multiplicity = 2


[5]
Below is C16H11N3O4Pr as an isolated structure, with properties calculated with ωB97M-V/def2-TZVPD.

Atoms and positions in Å:
Pr (-0.01, 0.00, -2.48)
O (0.14, 3.08, -2.09)
C (0.09, 1.99, -2.24)
C (-0.11, -1.97, -2.43)
O (-0.16, -3.09, -2.35)
C (1.98, -0.09, -2.44)
O (3.09, -0.14, -2.41)
C (-2.00, 0.10, -2.48)
O (-3.10, 0.16, -2.48)
C (0.02, 0.67, -7.53)
H (-0.87, 1.30, -7.66)
H (0.98, 1.21, -7.64)
C (-0.04, -0.66, -7.59)
H (0.86, -1.28, -7.75)
H (-0.99, -1.19, -7.77)
N (-0.04, 1.34, 8.40)
C (-0.07, 1.00, 7.24)
C (-0.09, 0.61, 5.89)
C (-1.21, 0.88, 5.10)
C (-1.18, 0.61, 3.74)
C (-0.04, 0.04, 3.23)
C (1.06, -0.31, 3.99)
C (1.03, -0.01, 5.34)
N (-0.01, -0.20, 1.88)
C (0.24, -1.49, 1.47)
C (0.28, -1.38, 0.07)
N (-0.04, -0.10, -0.27)
C (-0.17, 0.64, 0.83)
H (-2.10, 1.35, 5.51)
H (-2.03, 0.83, 3.10)
H (1.95, -0.76, 3.54)
H (1.91, -0.23, 5.95)
H (0.40, -2.39, 1.87)
H (0.54, -2.23, -0.38)
H (-0.31, 1.69, 0.85)

Values from the calculation:
Net charge = +3
<S²> = 2.0644
Gap between HOMO and LUMO (spin up / spin down) = 4.7 / 2.3 eV
HOMO energy (spin up / spin down) = -0.6073 / -0.6073 Ha
Spin multiplicity = 3


[6]
Below is C16H11N3O4Sr as an isolated structure, with properties calculated with ωB97M-V/def2-TZVPD.

Atoms and positions in Å:
Sr (-0.17, -2.25, -1.73)
C (-0.73, -1.59, 0.85)
O (-0.77, -0.85, 1.71)
C (-1.13, -4.49, 0.18)
O (-1.50, -5.30, 0.88)
C (1.89, -3.41, -0.51)
O (2.97, -3.58, -0.24)
C (-2.75, -2.33, -1.71)
O (-3.83, -2.04, -1.99)
C (0.00, -3.81, -3.64)
H (-0.71, -3.07, -4.05)
H (1.05, -3.46, -3.60)
C (-0.44, -4.79, -2.78)
H (0.23, -5.40, -2.18)
H (-1.50, -5.01, -2.63)
N (0.23, 6.29, 4.84)
C (0.18, 5.43, 4.06)
C (0.18, 4.36, 3.08)
C (1.11, 3.32, 3.16)
C (1.21, 2.35, 2.16)
C (0.40, 2.45, 1.02)
C (-0.61, 3.41, 0.97)
C (-0.70, 4.37, 1.99)
N (0.58, 1.55, -0.07)
C (0.10, 1.63, -1.39)
C (0.35, 0.43, -2.00)
N (1.10, -0.33, -1.10)
C (1.11, 0.30, 0.06)
H (1.76, 3.29, 4.03)
H (1.94, 1.55, 2.28)
H (-1.33, 3.42, 0.16)
H (-1.47, 5.14, 1.94)
H (-0.36, 2.49, -1.81)
H (0.02, 0.01, -2.95)
H (1.58, -0.07, 0.99)

Values from the calculation:
Net charge = +2
Gap between HOMO and LUMO = 6.9 eV
Relative energy (zero: lowest compared OMol25 entry of this formula, charge and spin) = 0.209 eV
HOMO energy = -0.5358 Ha


| no. | strongest force on any atom (eV/A) |
| --- | --- |
| 1 | 4.18 |
| 2 | 2.92 |
| 3 | 0.85 |
| 4 | 4.07 |
| 5 | 9.40 |
| 6 | 5.09 |